Arrangement 1

Molecular formula: C3H8NO2
Method: DFT, ωB97M-V/def2-TZVPD

Computed properties:
* Kohn-Sham gap: 0.328 hartree
* HOMO energy: -12.637 eV
* net charge: +1

Positions of all 14 atoms, in Å:
1 C 0.10 -0.25 0.66
2 C 0.29 0.97 -0.26
3 C 0.29 -2.28 -0.29
4 N -0.18 2.22 0.45
5 O -0.19 -0.03 1.83
6 O -0.31 -2.27 -1.48
7 H -0.25 0.82 -1.28
8 H 1.35 1.11 -0.36
9 H 1.23 -2.60 -0.58
10 H -0.20 -2.65 0.69
11 H -1.19 2.36 0.17
12 H 0.44 3.05 0.29
13 H -0.10 1.98 1.51
14 H -1.29 -2.42 -1.35

---

Arrangement 2

Molecular formula: C3H8NO2
Method: DFT, ωB97M-V/def2-TZVPD

Computed properties:
* Kohn-Sham gap: 0.372 hartree
* HOMO energy: -15.056 eV
* net charge: +1

Positions of all 14 atoms, in Å:
1 O 0.11 0.20 1.56
2 C 0.73 -0.79 1.85
3 O 0.79 -1.84 0.94
4 H 1.34 -1.00 2.70
5 H 1.30 -2.56 1.39
6 C -1.30 1.98 -1.40
7 C -0.17 -0.36 -1.68
8 N -0.18 0.82 -1.12
9 H -0.93 2.96 -1.25
10 H -1.72 1.77 -2.45
11 H -1.97 1.69 -0.56
12 H -0.72 -0.44 -2.69
13 H 0.55 -1.17 -1.32
14 H 0.63 1.08 -0.59

---

Arrangement 3

Molecular formula: C3H8NO2
Method: DFT, ωB97M-V/def2-TZVPD

Computed properties:
* Kohn-Sham gap: 0.380 hartree
* HOMO energy: -15.048 eV
* net charge: +1

Positions of all 14 atoms, in Å:
1 O 1.09 -0.91 1.22
2 C 1.77 -1.78 0.77
3 O 2.07 -1.78 -0.53
4 H 2.09 -2.62 1.39
5 H 2.77 -2.44 -0.68
6 C -1.90 1.56 0.36
7 C -0.37 0.45 -1.15
8 N -0.60 1.00 -0.03
9 H -1.93 2.63 0.20
10 H -2.67 1.11 -0.26
11 H -2.08 1.24 1.38
12 H -1.00 0.51 -2.02
13 H 0.61 0.01 -1.31
14 H 0.16 1.01 0.65

---

Arrangement 4

Molecular formula: C3H8NO2
Method: DFT, ωB97M-V/def2-TZVPD

Computed properties:
* Kohn-Sham gap: 0.406 hartree
* structure (SMILES): [NH3+][C@@H](C=O)CO
* HOMO energy: -15.020 eV
* net charge: +1

Positions of all 14 atoms, in Å:
1 N -1.08 0.13 1.19
2 C -0.41 -0.10 -0.13
3 C -0.23 1.29 -0.74
4 O -0.77 2.23 -0.23
5 C 0.97 -0.83 -0.08
6 O 1.28 -1.00 -1.44
7 H -2.05 -0.18 1.24
8 H -1.01 1.15 1.36
9 H -0.61 -0.42 1.92
10 H -1.08 -0.77 -0.68
11 H 0.32 1.34 -1.70
12 H 1.62 -0.12 0.45
13 H 0.81 -1.80 0.39
14 H 2.24 -0.93 -1.55

---

So which one is most stable? That would be arrangement 3, about 11.8 kcal/mol below the next structure.

---

Arrangement 1

Molecular formula: C4H4
Method: DFT, ωB97M-V/def2-TZVPD

Computed properties:
* Kohn-Sham gap: 0.426 hartree
* structure (SMILES): C#C.C#C
* HOMO energy: -10.341 eV

Positions of all 8 atoms, in Å:
1 C 1.09 -1.01 -0.53
2 C 0.55 -1.33 -1.55
3 H 1.60 -0.73 0.32
4 H 0.10 -1.97 -2.36
5 C -1.30 0.95 0.86
6 C -0.38 1.66 1.09
7 H -2.29 0.47 1.17
8 H 0.63 1.97 1.00

---

Arrangement 2

Molecular formula: C4H4
Method: DFT, ωB97M-V/def2-TZVPD

Computed properties:
* Kohn-Sham gap: 0.346 hartree
* structure (SMILES): C=C1C=C1
* HOMO energy: -8.247 eV

Positions of all 8 atoms, in Å:
1 C 1.31 -0.03 0.00
2 C 0.01 -0.04 -0.01
3 C -1.30 -0.66 0.00
4 C -1.25 0.66 0.00
5 H 1.86 0.90 -0.01
6 H 1.89 -0.94 0.00
7 H -1.89 -1.55 0.01
8 H -1.76 1.59 0.00

---

So which one is most stable? That would be arrangement 2, about 39.4 kcal/mol below the next structure.